Entry 1:
Computed, not measured: a structure of composition C32H56BrN11O7S2Sm at a distorted geometry, with the ωB97M-V functional and the def2-TZVPD basis.

The net charge is +1. Its HOMO energy (alpha / beta) is -0.380 / -0.380 hartree. As for the expectation value of S²: 8.757. Its orbital gap (alpha / beta) is 7.876 / 8.665 eV. The spin multiplicity is 6.

Geometry (Å):
Sm (0.01297, 0.39495, -1.08946)
Br (-2.53163, -1.39335, -0.94606)
S (1.05077, -0.73125, -3.63106)
S (-0.69683, 2.02115, -3.39336)
O (1.86687, -1.83845, -4.07456)
O (0.51107, 2.35385, -2.63486)
O (-1.40463, 0.95405, -2.67516)
O (-0.15323, -1.18055, -2.90946)
O (1.77397, 0.19615, -2.75926)
O (-5.44753, -2.46085, 3.30274)
O (-1.52743, 3.17475, -3.64976)
N (2.18477, -0.86375, -0.33056)
N (-2.40503, -0.26955, 1.58434)
N (-3.57543, 1.77395, -0.78396)
N (1.38227, 1.98625, 0.44304)
N (-1.45023, 2.42895, -0.09696)
N (0.59817, -0.34645, 2.07904)
N (-3.26603, 3.87815, 0.28614)
N (4.18417, -2.08815, -0.56016)
N (2.14377, -3.18355, -0.74386)
N (0.71717, -2.59035, 2.59264)
N (1.55307, -1.04605, 4.13754)
C (1.15777, -1.78195, 5.31764)
C (2.87197, -0.47145, 4.25334)
C (2.78587, -1.99915, -0.56056)
C (-4.73813, 1.48615, 0.04194)
C (3.12707, 0.23725, -0.08136)
C (-0.28043, 1.54335, -7.36716)
C (-3.09003, -1.17545, 0.91784)
C (4.95117, -2.09565, 0.65804)
C (-3.75653, -0.76245, 3.49394)
C (0.58517, 1.01335, 2.57694)
C (-3.21783, 4.26265, 1.67904)
C (4.86087, -2.47075, -1.77876)
C (-4.21643, 4.62735, -0.50706)
C (1.55937, -3.66035, 3.07274)
C (0.51857, 0.18005, -5.08206)
C (-0.21543, 1.34495, -4.97576)
C (2.60977, 1.66285, -0.30376)
C (0.87517, 3.31115, 0.05714)
C (-2.74493, -0.07365, 2.85104)
C (-0.34763, -2.93575, 1.68384)
C (2.89777, -4.41955, -0.71026)
C (1.60237, 1.93415, 1.89544)
C (-0.61923, 2.02465, -6.11226)
C (-2.70613, 2.71785, -0.21526)
C (0.97187, -1.28415, 2.88574)
C (0.87277, -3.35435, -1.41236)
C (0.46647, 0.38005, -7.47696)
C (0.86387, -0.29815, -6.33586)
C (-4.11393, -1.94125, 1.43774)
C (-0.59823, 3.48905, 0.43724)
C (-3.97093, 1.87745, -2.18316)
C (-4.46523, -1.72875, 2.77584)
H (2.88877, 0.28915, 5.03894)
H (0.40617, -4.27825, -1.06906)
H (-3.21103, 2.39535, -2.75916)
H (1.45627, 4.11155, 0.54614)
H (-4.02513, 5.69145, -0.34866)
H (-5.11403, 0.50365, -0.24836)
H (-3.99143, -0.55775, 4.52864)
H (0.96837, 3.42895, -1.02336)
H (-1.29563, -3.04825, 2.22134)
H (-0.44303, -2.13845, 0.94424)
H (4.14617, -2.46465, -2.60066)
H (-5.55433, 2.20915, -0.09016)
H (1.02027, -3.41555, -2.49516)
H (0.16307, -2.20045, 5.18554)
H (-4.09563, 0.87475, -2.59206)
H (2.27817, -5.18985, -0.24766)
H (-4.92593, 2.41155, -2.27446)
H (-0.67623, 3.50365, 1.52954)
H (5.67067, -1.27245, 0.68854)
H (1.50937, 2.93375, 2.33984)
H (1.15647, -4.14075, 3.96994)
H (1.65247, -4.41945, 2.29564)
H (-2.16993, 0.67205, 3.38104)
H (0.21777, -2.50995, -1.20706)
H (1.44537, -1.20285, -6.39066)
H (-2.72573, 5.22985, 1.81764)
H (-2.70113, 3.50685, 2.26344)
H (3.16857, -4.75685, -1.71286)
H (-4.05883, 4.41605, -1.56086)
H (3.98827, 0.12845, -0.74846)
H (0.74377, 1.04945, 3.66474)
H (-0.12313, -3.87475, 1.18514)
H (1.13067, -1.08255, 6.15944)
H (1.86057, -2.58345, 5.57704)
H (-1.20053, 2.92475, -5.98226)
H (5.64317, -1.73805, -1.99596)
H (-4.63203, -2.67775, 0.84924)
H (-5.25973, 4.42455, -0.23636)
H (4.28097, -2.00965, 1.50974)
H (3.60997, -1.24175, 4.51574)
H (5.33317, -3.45815, -1.70776)
H (3.79797, -4.30845, -0.11706)
H (0.74037, -0.00235, -8.44766)
H (3.42157, 2.35155, -0.01276)
H (3.16477, -0.02125, 3.31094)
H (-0.93803, 4.46175, 0.05884)
H (-0.41103, 1.39415, 2.34034)
H (2.40437, 1.79955, -1.36946)
H (2.55677, -3.28415, 3.29044)
H (-0.59423, 2.08105, -8.24826)
H (-4.24053, 4.34205, 2.06394)
H (-4.45483, 1.45005, 1.09274)
H (-5.62183, -2.21875, 4.22314)
H (3.49337, 0.14095, 0.94804)
H (5.51137, -3.03325, 0.75734)
H (2.61687, 1.59385, 2.10864)

Entry 2:
Computed, not measured: a structure of composition C4H11NORb at a distorted geometry, with the ωB97M-V functional and the def2-TZVPD basis.

The net charge is +1. Its HOMO energy is -0.465 hartree. For the relative energy (zero: lowest compared OMol25 entry of this formula, charge and spin), the calculation gives 0.684 eV. Its orbital gap is 8.790 eV.

Geometry (Å):
Rb (-2.04533, -2.77785, 2.37281)
O (0.17245, 1.49048, -0.80211)
N (0.10054, -0.97577, 1.86183)
C (0.57326, -0.40491, 0.55894)
C (-0.71291, 2.23768, -1.62206)
C (-0.47212, 0.45564, -0.10873)
C (1.14681, -1.51667, -0.31306)
H (1.46575, -1.08963, -1.26743)
H (0.08950, -0.12060, 2.43805)
H (0.92922, -1.41226, 2.27636)
H (-0.11970, 2.72385, -2.39006)
H (0.37548, -2.26598, -0.53224)
H (-1.17500, 3.02652, -1.00859)
H (1.44646, 0.25731, 0.67190)
H (-1.54260, 1.65781, -2.03211)
H (-1.19260, 0.89868, 0.59513)
H (-1.05816, -0.16857, -0.80342)
H (2.01896, -2.01572, 0.10478)

Entry 3:
Computed, not measured: a structure of composition C2H7N at a distorted geometry, with the ωB97M-V functional and the def2-TZVPD basis.

The net charge is 0. Its HOMO energy is -0.370 hartree. For the relative energy (zero: lowest compared OMol25 entry of this formula, charge and spin), the calculation gives 4.691 eV. Its orbital gap is 11.075 eV.

Geometry (Å):
N (1.57095, -0.23043, 0.03052)
C (0.36529, 0.58203, -0.07497)
C (-0.99337, -0.19976, -0.09474)
H (1.54662, -0.73638, -0.64496)
H (-1.00117, -1.12317, -0.25069)
H (-1.72385, 0.02028, -0.60102)
H (1.16423, -0.92820, 0.61098)
H (0.46790, 1.25353, -0.86596)
H (0.16434, 1.66074, 0.84563)
H (-1.56092, -0.29862, 1.04521)

Entry 4:
Computed, not measured: a structure of composition C24H35BN9PdS, with the ωB97M-V functional and the def2-TZVPD basis.

The net charge is +3. Its HOMO energy (alpha / beta) is -0.616 / -0.614 hartree. For the relative energy (zero: lowest compared OMol25 entry of this formula, charge and spin), the calculation gives 0.668 eV. As for the expectation value of S²: 6.029. Its orbital gap (alpha / beta) is 9.043 / 4.261 eV. The spin multiplicity is 5.

Geometry (Å):
Pd (-0.30320, -0.45045, -0.66700)
S (1.16887, -0.35030, -2.67352)
N (-1.69802, -0.08688, 1.95307)
N (3.01241, 1.40855, -3.54010)
N (2.25867, 1.87888, -1.52615)
N (-0.76053, -2.39754, 1.68102)
N (0.84543, -0.48562, 2.06996)
N (-0.68666, -2.45969, 0.26175)
N (1.30529, -0.62092, 0.78554)
N (-2.06751, -0.14782, 0.63482)
N (-1.02620, 1.48558, -1.64188)
C (2.20335, 1.06426, -2.56511)
C (2.64119, -0.62368, 0.82837)
C (-1.09011, -3.56031, 2.17023)
C (-1.75828, 3.74200, -1.38849)
C (-0.97764, -3.66783, -0.12560)
C (-1.27986, -3.89177, 3.59967)
C (3.76523, 2.62624, -3.15895)
C (3.25957, 0.76179, -4.82504)
C (-3.26705, 0.42339, 0.52225)
C (1.75848, -0.26083, 4.38503)
C (-2.26658, 3.73769, -2.67992)
C (-2.69425, 0.48687, 2.66929)
C (-1.14993, 2.59790, -0.90584)
C (-2.62664, 0.65711, 4.14689)
C (-2.14974, 2.58386, -3.44252)
C (3.23714, 2.95948, -1.74756)
C (-1.24645, -4.46223, 1.02172)
C (-1.52275, 1.48309, -2.89014)
C (-1.00311, -4.07580, -1.55206)
C (3.05749, -0.44974, 2.14717)
C (-3.69578, 0.84246, 1.78472)
C (1.90403, -0.39141, 2.90846)
C (3.52073, -0.89134, -0.34587)
C (-3.97840, 0.52222, -0.78258)
B (-0.56708, -0.98476, 2.42903)
H (-1.52008, -4.94294, 3.73004)
H (1.71537, 1.74193, -0.68871)
H (-0.28270, -4.87401, -1.73312)
H (4.07171, -0.41743, 2.50612)
H (-3.41299, 1.33265, 4.47480)
H (1.41760, -1.19345, 4.83488)
H (-1.66930, 1.07336, 4.45687)
H (2.56912, -0.06364, -4.96918)
H (-0.77198, 2.54814, 0.10959)
H (-3.46508, -0.04518, -1.55793)
H (-0.37660, -3.65398, 4.16277)
H (4.83166, 2.40249, -3.18068)
H (-2.75312, 4.61629, -3.08168)
H (3.55823, 3.40681, -3.89088)
H (-1.43821, 0.56115, -3.45472)
H (2.74494, 3.92885, -1.70191)
H (-1.50907, -5.50736, 1.07408)
H (-0.76418, -3.23228, -2.20030)
H (-4.98951, 0.12690, -0.69236)
H (4.18784, -1.72176, -0.11446)
H (-2.08679, -3.28712, 4.01722)
H (-2.54298, 2.53037, -4.44775)
H (-2.76714, -0.29412, 4.66199)
H (4.28584, 0.39532, -4.84231)
H (2.95223, -1.18867, -1.22942)
H (-1.83994, 4.61309, -0.75399)
H (4.15152, -0.03626, -0.59065)
H (-4.06617, 1.56142, -1.10402)
H (4.01654, 2.91670, -0.98913)
H (-1.99095, -4.45036, -1.82195)
H (2.72069, -0.00894, 4.82440)
H (-4.62846, 1.32284, 2.02440)
H (1.04714, 0.52172, 4.64467)
H (-0.64050, -1.18606, 3.59588)
H (3.12324, 1.50107, -5.61321)